Entry from OMol25: a structure of composition C21H18MnN3O7S in a non-equilibrium geometry (the ωB97M-V functional and the def2-TZVPD basis).

```
51
Properties=species:S:1:pos:R:3
Mn -1.911 -0.374 -1.248
C -1.556 -4.172 -0.075
C -2.254 -3.408 -1.185
C -3.312 -4.250 -1.877
O -2.892 -2.220 -0.638
C -1.206 -2.955 -2.226
O -0.570 -3.826 -2.795
O -1.111 -1.685 -2.401
H -2.287 -4.571 0.638
H -0.854 -3.524 0.457
H -0.998 -5.000 -0.508
H -4.027 -4.646 -1.151
H -2.827 -5.074 -2.398
H -3.851 -3.644 -2.606
H -3.166 -2.390 0.269
O -0.173 6.165 -2.376
C 0.150 5.266 -3.175
O 1.015 5.244 -4.076
C -0.455 3.872 -2.850
C -0.110 2.765 -3.605
C -0.614 1.522 -3.267
N -1.436 1.348 -2.230
C -1.800 2.416 -1.510
C -1.335 3.682 -1.786
C -2.742 2.096 -0.356
O -3.279 2.971 0.286
O -2.906 0.812 -0.190
H 0.562 2.901 -4.442
H -0.359 0.624 -3.819
H -1.638 4.523 -1.176
S 3.427 -1.377 2.556
C 1.970 -1.017 1.584
C 0.707 -1.064 2.147
C -0.386 -0.736 1.361
N -0.275 -0.397 0.082
C 0.935 -0.357 -0.462
C 2.087 -0.657 0.256
C 3.548 0.166 3.455
C 3.040 0.277 4.739
C 3.140 1.502 5.386
N 3.700 2.579 4.841
C 4.184 2.457 3.606
C 4.138 1.276 2.875
H 0.573 -1.345 3.184
H -1.391 -0.715 1.766
H 0.978 -0.075 -1.506
H 3.057 -0.609 -0.221
H 2.581 -0.574 5.225
H 2.748 1.622 6.390
H 4.632 3.346 3.177
H 4.546 1.227 1.874
```

highest occupied orbital energy (spin up / spin down): -5.238 / -5.238 eV
spin multiplicity: 2
charge: -1
E_LUMO (spin up / spin down): 1.5 / 1.5 eV
gap between HOMO and LUMO (spin up / spin down): 0.248 / 0.248 hartree
<S²>: 1.2452

Mulliken atomic charges, in units of e: number 1, Mn, carries 0.376; number 2, C, carries -1.656; number 3, C, carries 1.914; number 4, C, carries -1.809; number 5, O, carries -0.514; number 6, C, carries 0.212; number 7, O, carries -0.713; number 8, O, carries -0.541; number 9, H, carries 0.492; number 10, H, carries 0.266; number 11, H, carries 0.380; number 12, H, carries 0.381; number 13, H, carries 0.381; number 14, H, carries 0.394; number 15, H, carries 0.312; number 16, O, carries -0.714; number 17, C, carries 0.427; number 18, O, carries -0.734; number 19, C, carries 0.331; number 20, C, carries -0.733; number 21, C, carries -0.274; number 22, N, carries -0.218; number 23, C, carries 0.777; number 24, C, carries -0.549; number 25, C, carries 0.242; number 26, O, carries -0.698; number 27, O, carries -0.637; number 28, H, carries 0.465; number 29, H, carries 0.495; number 30, H, carries 0.568; number 31, S, carries -0.136; number 32, C, carries 0.205; number 33, C, carries -0.773; number 34, C, carries -0.292; number 35, N, carries 0.381; number 36, C, carries -0.072; number 37, C, carries -0.709; number 38, C, carries 0.301; number 39, C, carries -0.127; number 40, C, carries -0.352; number 41, N, carries -0.578; number 42, C, carries -0.357; number 43, C, carries -0.235; number 44, H, carries 0.368; number 45, H, carries 0.466; number 46, H, carries 0.374; number 47, H, carries 0.457; number 48, H, carries 0.394; number 49, H, carries 0.346; number 50, H, carries 0.356; number 51, H, carries 0.358